Entry 1:
Formula: C45H43AsBaN7OPS4
Source: OMol25
Level of theory: ωB97M-V/def2-TZVPD

The geometry in XYZ format:
```
103
Properties=species:S:1:pos:R:3:forces:R:3:lowdin_charge:R:1
Ba -1.0273 0.1270 0.4095 0.4 -0.6 0.2 1.45
C 4.4160 3.1322 1.3808 0.0 0.0 0.0 -0.03
N 3.0130 2.9275 1.0725 0.1 0.0 0.1 -0.13
C 2.2331 3.8044 0.3704 0.0 -0.1 0.0 -0.06
C 0.9996 3.2235 0.2757 0.0 0.1 -0.1 -0.16
N 1.0095 2.0166 0.9056 0.4 0.0 -0.1 -0.05
C 2.2347 1.8489 1.3779 -0.2 0.1 0.0 -0.48
P 2.8370 0.4397 2.3514 0.1 0.1 -0.2 1.16
C 1.5157 0.2662 3.5709 0.0 0.0 0.1 -0.48
N 0.2369 0.5608 3.4582 -0.1 0.0 -0.2 0.06
C -0.3304 0.2410 4.6555 0.0 0.0 0.0 -0.14
C 0.6171 -0.2562 5.5042 0.0 0.0 0.0 -0.05
N 1.7957 -0.2359 4.8115 -0.1 0.0 0.0 -0.13
C 3.0721 -0.7118 5.3098 0.0 0.0 0.0 -0.04
C 2.4640 -0.9850 1.2780 -0.2 -0.1 0.1 -0.48
N 1.3174 -1.6459 1.2293 -0.1 0.1 0.0 -0.01
C 1.5469 -2.7480 0.4558 0.0 0.0 0.0 -0.16
C 2.8465 -2.7620 0.0390 0.0 0.1 0.0 -0.07
N 3.4231 -1.6372 0.5639 0.1 -0.1 0.0 -0.12
C 4.7891 -1.2086 0.3290 0.0 0.0 0.0 -0.02
H 4.5468 4.0591 1.9372 0.0 0.0 0.0 0.09
H 5.0007 3.1774 0.4623 0.0 0.0 0.0 0.08
H 4.7733 2.3050 1.9878 0.0 0.0 0.0 0.05
H 2.6227 4.7376 0.0015 0.0 0.0 0.0 0.12
H 0.1206 3.5861 -0.2310 0.0 0.0 0.0 0.08
H -1.3814 0.3761 4.8439 -0.1 0.0 -0.1 0.09
H 0.5619 -0.6291 6.5124 0.0 0.0 0.0 0.12
H 2.9370 -1.0414 6.3366 0.0 0.0 0.0 0.09
H 3.8181 0.0809 5.2869 0.0 0.0 0.0 0.08
H 3.4303 -1.5548 4.7199 0.0 0.0 0.0 0.09
H 0.7717 -3.4631 0.2248 0.0 0.1 0.1 0.11
H 3.3960 -3.4463 -0.5831 0.0 0.0 0.0 0.12
H 5.4067 -2.0844 0.1429 0.0 0.0 0.0 0.09
H 5.1683 -0.6969 1.2118 0.0 0.0 0.0 0.07
H 4.8403 -0.5435 -0.5339 0.0 0.0 0.0 0.09
S -3.0419 -1.1946 2.5594 0.0 0.2 -0.1 0.37
C -3.5237 -1.9647 1.1069 -0.1 -0.1 0.2 -1.22
N -3.0534 -1.7472 -0.0957 0.1 0.2 -0.1 -0.16
C -3.6464 -2.5544 -1.0478 0.0 0.0 -0.2 -0.33
C -3.3597 -2.5165 -2.4132 0.0 0.0 0.0 -0.03
C -4.0127 -3.3952 -3.2582 0.0 0.0 0.0 -0.09
C -4.9519 -4.3017 -2.7609 0.0 0.0 0.0 -0.10
C -5.2592 -4.3342 -1.4107 0.0 0.0 0.0 -0.10
C -4.6045 -3.4546 -0.5579 0.1 0.1 0.0 -0.48
S -4.7526 -3.2243 1.1587 -0.1 -0.1 0.0 0.99
H -2.6480 -1.7928 -2.7976 0.0 0.0 0.0 0.10
H -3.7985 -3.3726 -4.3194 0.0 0.0 0.0 0.10
H -5.4524 -4.9808 -3.4391 0.0 0.0 0.0 0.10
H -5.9965 -5.0306 -1.0324 0.0 0.0 0.0 0.10
S -0.9303 1.7628 -2.2835 0.1 -0.1 0.1 0.38
C -1.1089 0.7499 -3.7012 -0.2 0.1 -0.2 -0.77
C -2.0146 1.1364 -4.7053 0.0 0.0 0.0 -0.14
C -2.1773 0.4049 -5.8655 0.0 0.0 0.0 -0.10
C -1.4330 -0.7498 -6.0817 0.0 0.0 0.0 -0.11
C -0.5355 -1.1543 -5.1080 0.0 0.0 0.0 -0.13
C -0.3786 -0.4278 -3.9272 0.1 -0.2 -0.2 -0.44
As 0.8361 -0.9928 -2.5273 -0.2 0.1 0.4 1.27
C 2.4076 0.0570 -2.9995 0.1 0.1 0.0 -0.37
C 2.8035 1.0375 -2.0941 0.1 0.0 0.0 -0.13
C 3.8648 1.8859 -2.3894 0.0 -0.1 0.0 -0.09
C 4.5443 1.7566 -3.5912 0.0 0.0 0.0 -0.09
C 4.1462 0.7894 -4.5058 0.0 0.0 0.0 -0.08
C 3.0777 -0.0465 -4.2160 -0.1 0.0 0.0 -0.11
C 1.3092 -2.7894 -3.1295 0.1 0.0 -0.1 -0.41
C 2.6049 -3.2089 -3.4155 0.0 0.0 0.0 -0.13
C 2.8693 -4.5400 -3.7175 0.0 0.0 0.0 -0.09
C 1.8404 -5.4703 -3.7361 0.0 0.0 0.0 -0.09
C 0.5456 -5.0637 -3.4420 0.0 0.0 0.0 -0.08
C 0.2853 -3.7364 -3.1348 0.0 0.0 0.0 -0.12
H -2.5916 2.0384 -4.5465 0.0 0.0 0.0 0.09
H -2.8908 0.7401 -6.6092 0.0 0.0 0.0 0.10
H -1.5478 -1.3238 -6.9923 0.0 0.0 0.0 0.09
H 0.0449 -2.0553 -5.2644 0.0 0.0 0.0 0.09
H 2.2590 1.1672 -1.1662 0.0 0.0 0.0 0.06
H 4.1417 2.6632 -1.6867 0.0 0.0 0.0 0.08
H 5.3686 2.4184 -3.8258 0.0 0.0 0.0 0.10
H 4.6596 0.6956 -5.4545 0.0 0.0 0.0 0.10
H 2.7525 -0.7726 -4.9522 0.0 0.0 0.0 0.11
H 3.4234 -2.4966 -3.4066 -0.1 0.0 0.0 0.09
H 3.8837 -4.8466 -3.9423 0.0 0.0 0.0 0.10
H 2.0462 -6.5052 -3.9774 0.0 0.0 0.0 0.10
H -0.2666 -5.7798 -3.4465 0.0 0.0 0.0 0.10
H -0.7324 -3.4417 -2.8975 0.0 0.0 0.0 0.09
C -3.5049 3.7450 7.2849 0.0 0.0 0.0 -0.05
C -3.4826 3.4318 5.8146 0.0 0.0 0.0 -0.27
C -4.6587 3.1164 5.1362 0.0 0.0 0.0 -0.03
C -4.6443 2.8358 3.7801 0.0 0.0 0.0 -0.07
C -3.4399 2.8871 3.0944 -0.1 0.1 0.0 -0.39
C -2.2536 3.1791 3.7438 0.0 0.0 0.0 -0.06
C -2.2868 3.4524 5.1028 0.0 0.0 0.0 -0.04
S -3.4029 2.4986 1.3592 -0.7 0.1 0.0 0.89
C -3.9395 4.0723 0.6818 0.0 0.0 0.1 -0.21
O -1.9570 2.4527 0.9905 0.5 0.1 0.0 -0.78
H -4.3584 3.2796 7.7767 0.0 0.0 0.0 0.08
H -3.5744 4.8222 7.4515 0.0 0.0 0.0 0.08
H -2.5964 3.3962 7.7759 0.0 0.0 0.0 0.08
H -5.5934 3.0715 5.6820 0.0 0.0 0.0 0.11
H -5.5585 2.5564 3.2694 0.0 0.0 0.0 0.12
H -1.3240 3.1549 3.1876 0.0 0.0 0.0 0.11
H -1.3599 3.6652 5.6230 0.0 0.0 0.0 0.12
H -3.2719 4.8460 1.0577 0.0 0.0 0.0 0.07
H -4.9724 4.2721 0.9643 0.0 0.0 0.0 0.06
H -3.8488 3.9670 -0.3981 0.0 0.0 0.0 0.06
```
Positions in Å, forces in eV/Å.

Values from the calculation:
HOMO-LUMO gap = 6.554 eV
LUMO level = 0.181 eV
Highest occupied orbital energy = -6.37 eV

Entry 2:
Formula: C6H16N2
Source: OMol25
Level of theory: ωB97M-V/def2-TZVPD

The geometry in XYZ format:
```
24
Properties=species:S:1:pos:R:3:forces:R:3:nbo_charge:R:1
N 0.4016 -2.6018 -1.9798 -0.4 -0.5 -0.8 -0.86
C 0.0235 -2.1076 -0.6718 1.1 -0.5 0.5 -0.21
C 0.4088 -0.6363 -0.5505 -2.5 -0.1 -0.6 -0.23
N -0.2397 -0.0504 0.6165 1.9 -0.2 1.2 -0.45
C 0.2715 -0.6580 1.8717 -0.3 0.6 -0.2 -0.42
C -1.6357 1.8552 0.3076 -0.5 0.0 -0.7 -0.60
C -0.2226 1.4211 0.6566 -0.6 0.5 -0.5 -0.05
C 0.7054 2.1351 -0.3138 0.9 0.2 -0.3 -0.63
H 1.3455 -2.4924 -2.3172 0.2 0.3 0.6 0.36
H 0.1612 -3.5712 -2.1245 -0.1 0.0 0.1 0.36
H 0.4342 -2.6993 0.1609 0.3 0.0 -0.1 0.15
H -1.0490 -2.2329 -0.5605 -0.2 0.4 -0.1 0.20
H -0.1896 -0.2318 -1.3754 0.7 0.3 -0.3 0.20
H 1.4707 -0.4325 -0.7126 0.2 -0.1 0.3 0.17
H -0.5554 -1.2043 2.3196 0.3 -0.5 0.2 0.20
H 1.1688 -1.2575 1.7117 -0.2 -0.3 0.0 0.19
H 0.5808 0.1025 2.5887 -0.1 0.2 0.0 0.19
H -1.7411 2.9198 0.0901 0.1 0.1 0.2 0.20
H -2.4141 1.5399 0.9993 0.2 0.0 0.3 0.21
H -1.8592 1.3272 -0.6257 -0.2 0.1 -0.1 0.20
H 0.0551 1.7959 1.6418 -0.1 -0.3 0.2 0.19
H 0.5555 1.8871 -1.3609 -0.3 -0.2 -0.1 0.21
H 1.7740 1.9841 -0.1298 -0.1 -0.2 0.2 0.21
H 0.5497 3.2081 -0.2419 -0.1 0.1 0.1 0.22
```
Positions in Å, forces in eV/Å.

Values from the calculation:
SMILES = CC(C)N(C)CCN
HOMO-LUMO gap = 9.439 eV
LUMO level = 1.075 eV
Highest occupied orbital energy = -8.36 eV

Entry 3:
Formula: C14H22N4
Source: OMol25
Level of theory: ωB97M-V/def2-TZVPD

The geometry in XYZ format:
```
40
Properties=species:S:1:pos:R:3:forces:R:3:nbo_charge:R:1
C -4.0697 2.6256 0.7875 1.2 4.3 -0.8 -0.68
H -3.5205 3.6554 0.7771 -0.8 -1.2 0.3 0.20
H -4.6219 2.6336 1.6977 0.1 -0.8 1.0 0.23
H -4.8339 2.8384 0.0318 0.4 -0.8 -0.3 0.24
C -3.0391 1.6394 0.4265 -2.5 -7.4 -2.6 -0.16
N -1.9141 1.1780 1.2744 -1.0 1.1 -5.4 -0.56
C -0.8196 2.0527 1.1643 -1.0 4.0 -7.3 -0.14
H -1.1452 2.9238 0.0879 0.5 -2.2 2.6 0.12
C 0.4444 1.5380 0.6140 -2.7 -5.8 7.5 -0.19
N 0.1680 0.5784 -0.3129 -2.2 -6.5 -5.4 -0.62
C 1.1266 -0.3562 -0.9043 3.1 11.7 8.2 0.64
N 2.5024 -0.0472 -0.6010 -7.6 7.5 4.5 -0.56
C 3.2751 -0.8725 -1.0091 -6.4 -8.4 -5.9 0.22
C 4.4407 -1.3482 -1.1515 10.4 4.2 4.4 -0.26
C 4.9971 -2.2691 -1.9302 -5.7 -4.7 -2.0 -0.15
C 4.1087 -3.2961 -2.5287 1.1 4.0 0.2 -0.33
C 2.7609 -2.8946 -2.4158 -1.5 -8.2 -5.8 -0.21
C 2.3050 -1.9147 -1.7597 -1.4 5.5 2.6 0.03
N 0.8774 -1.2521 -1.6534 4.5 -8.6 -4.4 -0.35
C -0.2798 -1.8861 -2.1026 2.6 3.0 -9.8 -0.37
H -0.8259 -2.1285 -1.3959 -5.2 -3.0 6.7 0.18
H -0.0676 -2.7433 -2.9045 -0.3 2.0 2.0 0.24
H -0.8520 -1.0112 -2.6444 0.6 -1.9 0.5 0.21
H 1.9986 -3.7324 -3.1083 1.8 2.8 2.2 0.17
H 4.3925 -3.8551 -3.4186 0.2 -0.4 0.7 0.22
H 5.9308 -2.5655 -1.8913 4.9 -0.5 0.1 0.20
H 5.3102 -0.6206 -0.4199 -2.2 -2.1 -2.2 0.15
H -0.8474 0.0697 -0.3687 3.2 2.3 0.9 0.41
H 1.2001 2.0973 0.4127 4.3 4.1 -1.5 0.23
H 0.7890 0.9640 1.6721 0.2 0.9 -2.2 0.12
H -0.8659 2.8396 1.8042 0.9 1.8 2.7 0.21
C -2.2663 1.0483 2.5333 -5.1 -4.8 7.1 -0.15
C -1.2892 0.1600 3.3115 -3.7 -1.3 0.5 -0.62
H -0.8481 -0.6493 2.8068 -0.4 -1.5 -1.2 0.21
H -1.5399 -0.1580 4.3204 -0.5 0.2 -0.1 0.21
H -0.5225 0.7193 3.3721 6.1 4.1 1.3 0.19
H -2.5258 2.0322 3.0710 0.2 -1.4 -0.3 0.17
H -3.3144 0.1241 2.7234 2.2 3.4 -1.2 0.17
H -2.8231 1.5067 -0.6956 0.3 1.2 1.9 0.24
H -3.7957 0.3762 0.3277 1.7 3.2 0.6 0.12
```
Positions in Å, forces in eV/Å.

Values from the calculation:
HOMO-LUMO gap = 7.556 eV
LUMO level = 0.494 eV
Highest occupied orbital energy = -7.06 eV

Entry 4:
Formula: F2H2NOP
Source: OMol25
Level of theory: ωB97M-V/def2-TZVPD

The geometry in XYZ format:
```
7
Properties=species:S:1:pos:R:3:forces:R:3:lowdin_spin:R:1
N -1.2035 0.7434 0.0955 -7.0 1.4 0.3 0.96
O 0.0940 -1.4937 -0.2217 2.8 1.5 -0.5 0.09
F 1.2719 0.3093 -1.2380 -0.8 -0.5 0.2 0.17
F 1.2659 0.3870 1.2367 -0.3 -0.9 0.6 0.19
P 0.1886 0.0707 0.0277 9.8 -0.6 -1.7 0.50
H -0.8687 1.7075 0.0965 -0.4 1.0 0.0 0.08
H -0.7483 -1.7242 0.0033 -4.1 -1.9 1.0 0.02
```
Positions in Å, forces in eV/Å.

Values from the calculation:
Expectation value of S² = 2.0048
2S+1 = 3
HOMO-LUMO gap (spin up / spin down) = 6.132 / 9.306 eV
LUMO level (spin up / spin down) = 0.926 / -4.466 eV
Highest occupied orbital energy (spin up / spin down) = -5.21 / -13.77 eV

Entry 5:
Formula: C4H6N2O
Source: OMol25
Level of theory: ωB97M-V/def2-TZVPD

The geometry in XYZ format:
```
13
Properties=species:S:1:pos:R:3:forces:R:3:nbo_charge:R:1
N -1.8350 0.6684 -0.3469 -0.3 0.2 0.0 -0.82
C -0.6003 0.2566 0.2467 0.2 0.0 -0.3 -0.05
C -0.0671 -0.9795 -0.0146 0.1 0.3 0.1 0.42
O -0.6323 -2.1840 -0.2700 0.0 0.0 -0.2 -0.67
N 1.2920 -0.8675 -0.0468 0.1 -0.1 0.1 -0.54
C 1.6450 0.4365 0.2508 0.2 0.0 0.1 -0.08
C 0.5003 1.1297 0.5038 0.2 0.1 -0.1 -0.31
H -1.5242 0.9717 -1.2699 -0.6 -0.1 0.0 0.36
H -2.1890 1.5215 0.0694 -0.1 -0.1 0.3 0.36
H -1.4623 -2.2275 0.2200 0.0 0.1 -0.2 0.50
H 1.8853 -1.5836 -0.4277 0.1 0.0 0.3 0.42
H 2.6664 0.7761 0.1846 0.0 -0.2 0.3 0.21
H 0.4131 2.1538 0.8420 0.1 0.0 -0.3 0.22
```
Positions in Å, forces in eV/Å.

Values from the calculation:
SMILES = Nc1cc[nH]c1O
HOMO-LUMO gap = 8.573 eV
LUMO level = 0.902 eV
Highest occupied orbital energy = -7.67 eV

Entry 6:
Formula: C8H13N3
Source: OMol25
Level of theory: ωB97M-V/def2-TZVPD

The geometry in XYZ format:
```
24
Properties=species:S:1:pos:R:3:forces:R:3:nbo_charge:R:1
C 1.0908 0.4753 0.1659 -0.9 1.9 -1.1 0.22
C 1.6982 -0.7888 0.1448 -3.2 -3.9 0.1 0.68
C -0.8952 -0.6139 0.0468 -1.6 -1.4 0.2 0.55
C 3.5831 -2.3612 -0.1788 -1.5 0.2 -1.4 0.25
C 1.2343 2.8764 -0.1481 -1.1 1.9 -0.6 -0.65
C -3.4057 -1.4230 -0.0793 2.7 -1.3 3.6 -0.62
C 2.0571 1.6224 0.0427 -3.6 1.0 -0.4 -0.44
C -2.3575 -0.3210 -0.0307 -0.7 -3.5 0.2 -0.49
N -0.1969 0.5672 0.1227 2.6 1.3 -0.1 -0.28
N 2.6070 -1.5735 0.0816 1.9 -0.6 -0.8 -0.32
N -0.2513 -1.7208 0.0500 2.7 3.4 0.4 -0.49
H 4.3642 -2.6291 0.4273 1.5 -0.1 3.0 0.26
H 3.7765 -2.9501 -1.0770 -1.0 0.8 -1.0 0.29
H 1.6820 3.8554 0.0354 1.3 -0.4 -0.7 0.28
H 0.6139 2.9968 0.7293 -1.3 -0.6 -0.2 0.24
H 0.6851 2.9810 -1.1932 1.0 -0.6 2.5 0.26
H -4.3219 -1.0603 -0.3653 -2.6 1.6 0.9 0.26
H -3.3136 -2.1008 0.8652 -0.9 1.3 -1.6 0.22
H -3.3875 -2.0223 -0.8938 1.4 -2.5 -2.7 0.23
H 2.6780 1.5448 0.8524 1.7 0.4 2.4 0.25
H 2.6353 1.5048 -0.7939 1.7 -0.8 -2.3 0.26
H -2.6439 0.2329 0.8008 0.3 1.5 1.9 0.29
H -2.6216 0.2952 -0.8084 0.4 1.9 -2.2 0.29
H -0.4617 -2.6308 0.3550 -0.8 -1.5 0.1 0.45
```
Positions in Å, forces in eV/Å.

Values from the calculation:
HOMO-LUMO gap = 6.456 eV
LUMO level = -12.109 eV
Total charge = +2
Highest occupied orbital energy = -18.57 eV

Entry 7:
Formula: C8H12O2
Source: OMol25
Level of theory: ωB97M-V/def2-TZVPD

The geometry in XYZ format:
```
22
Properties=species:S:1:pos:R:3:forces:R:3:lowdin_spin:R:1
C 2.1111 -1.6911 -0.2838 -1.5 -0.7 2.2 0.00
O 2.5721 -1.3041 1.0301 -0.2 0.3 -0.8 0.00
H 2.6490 -0.3462 0.9882 0.3 0.0 0.3 0.00
H 1.6905 -2.6824 -0.1206 0.5 -0.4 -0.3 0.00
H 2.8973 -1.7333 -1.0076 0.2 0.4 -0.7 0.00
H 1.1715 -1.1470 -0.4780 0.7 0.5 -0.8 0.00
C -0.4663 1.1329 -2.3630 -1.4 -1.9 0.2 0.05
C -0.9722 0.1809 1.6869 0.8 -1.1 3.0 0.23
C -1.5493 -0.7671 0.8345 -0.1 1.2 -3.0 0.11
C -0.3703 1.3923 1.3124 0.4 0.8 -0.8 0.04
C -1.5279 -0.4234 -0.5280 -1.0 -1.5 1.8 0.06
C -0.2741 1.6488 -0.0133 -0.6 -0.7 0.5 0.08
C -0.9116 0.7458 -0.9561 3.0 1.5 -1.1 0.28
O -0.7929 -0.2028 2.9902 -0.5 1.0 -1.1 0.09
H -1.6364 -0.0823 3.4428 -0.2 -0.4 0.6 0.01
H -1.9526 -1.7174 1.1400 0.1 0.0 0.4 0.00
H 0.0628 2.0944 2.0172 0.0 -0.5 0.3 0.00
H -1.9782 -1.1567 -1.1774 0.1 0.2 -0.6 0.00
H 0.3578 2.4448 -0.3860 -0.4 0.2 0.0 0.00
H 0.6136 1.2115 -2.4872 0.1 0.5 0.6 0.01
H -0.9794 2.0701 -2.5766 0.2 0.1 -0.4 0.02
H -0.7146 0.3321 -3.0647 -0.5 0.4 -0.1 0.00
```
Positions in Å, forces in eV/Å.

Values from the calculation:
Expectation value of S² = 0.7649
2S+1 = 2
HOMO-LUMO gap (spin up / spin down) = 9.317 / 5.480 eV
LUMO level (spin up / spin down) = -4.324 / -8.143 eV
Total charge = +1
Highest occupied orbital energy (spin up / spin down) = -13.64 / -13.62 eV

Entry 8:
Formula: C2N6O2
Source: OMol25
Level of theory: ωB97M-V/def2-TZVPD

The geometry in XYZ format:
```
10
Properties=species:S:1:pos:R:3:forces:R:3:nbo_charge:R:1
C -1.0416 -0.9696 -0.7232 -4.8 -4.2 -4.9 0.18
C -0.2344 -0.0648 -0.1534 2.9 3.2 4.8 0.03
N -1.6685 -1.6034 -1.4939 1.7 1.6 2.6 -0.15
N -0.2837 0.0682 1.4539 -0.9 0.5 -1.4 -0.02
N -0.3943 1.3678 -0.4958 0.5 -2.1 -3.0 -0.05
N -0.4488 1.2615 1.6527 0.4 -2.1 2.9 -0.02
N -0.5047 2.0244 0.4939 -0.5 2.8 -0.4 0.03
N 1.2436 -0.6143 -0.2481 -2.4 2.1 -0.1 0.58
O 1.4304 -1.4939 0.5079 1.3 -1.6 0.2 -0.28
O 1.9019 0.0240 -0.9940 1.9 -0.1 -0.8 -0.30
```
Positions in Å, forces in eV/Å.

Values from the calculation:
SMILES = N#CC1([N+](=O)[O-])N=NN=N1
HOMO-LUMO gap = 9.165 eV
LUMO level = -2.321 eV
Highest occupied orbital energy = -11.49 eV

Across the entries above, ΔE to the lowest compared entry with this formula, charge and spin takes the values 41.7 132.0 1484.0 212.3 148.8 500.9 101.7 316.1 kJ/mol, respectively.